{"formula": "C11H14N4O3S", "method": "ωB97M-V with the def2-TZVPD basis set", "species": ["C", "O", "C", "N", "N", "C", "H", "H", "S", "C", "C", "C", "H", "C", "N", "H", "C", "H", "C", "H", "H", "O", "O", "H", "H", "N", "C", "C", "H", "H", "H", "H", "H"], "coordinates": [[4.924963, -0.372797, -0.683498], [3.701825, 0.182797, -0.768914], [-2.641514, -1.938982, -0.766040], [1.406461, 1.839144, -1.331815], [-0.319227, 0.358407, 1.367983], [-3.336711, 0.058185, 0.296871], [3.474526, -1.537614, 1.994056], [-3.749685, 2.150166, 0.582999], [-1.555303, 2.114991, -0.330576], [-0.269825, 1.143145, 0.318520], [1.648428, 0.185048, 0.516920], [-2.908691, 1.464481, 0.677810], [-2.563163, 1.443031, 1.713159], [3.001141, -0.238006, 0.314587], [0.955936, 1.071190, -0.268879], [-2.926378, -2.574809, 1.271730], [-2.249781, -2.776547, 0.445323], [5.883928, -1.703895, 0.747715], [3.778127, -1.064862, 1.084577], [-1.237874, -2.525760, 0.756528], [-1.944711, -3.272715, -2.298425], [-2.440238, -0.545977, -0.463014], [-4.373772, -0.420058, 0.671889], [-2.301201, -3.832655, 0.197075], [5.618484, -0.140514, -1.466933], [0.865498, -0.234200, 1.488227], [-1.783837, -2.245794, -1.984398], [5.026921, -1.146641, 0.430635], [0.645128, 1.993637, -1.988467], [-0.733572, -2.111731, -1.736834], [-3.705861, -2.082377, -0.993274], [2.195004, 1.379804, -1.778199], [-2.040321, -1.580500, -2.805220]], "forces_ev_per_a": [[0.674, -0.529, 0.352], [-0.479, 0.276, -0.109], [-0.151, -0.579, -0.052], [0.276, 0.642, -0.394], [-0.863, 0.585, -0.183], [-0.150, 0.274, 0.138], [-0.124, -0.080, 0.217], [0.064, -0.070, 0.006], [-0.107, 0.512, -0.006], [0.154, 0.127, -0.075], [-0.614, 0.373, -0.261], [0.351, -0.151, -0.148], [-0.150, -0.006, -0.037], [0.738, -0.792, 0.813], [-0.422, -0.699, 0.752], [-0.024, -0.041, 0.076], [-0.162, 0.322, -0.137], [0.216, -0.090, 0.003], [-0.649, 0.545, -0.403], [0.119, -0.008, 0.003], [-0.004, -0.114, -0.030], [0.117, -0.159, -0.273], [-0.113, -0.087, 0.078], [-0.008, -0.134, -0.020], [0.021, 0.085, -0.136], [1.234, -0.567, 0.057], [-0.238, 0.283, 0.291], [0.089, 0.317, -0.567], [0.108, -0.274, 0.058], [0.151, -0.006, -0.003], [0.209, 0.040, 0.027], [-0.257, -0.025, 0.067], [-0.004, 0.028, -0.103]], "energy_ev": -34570.733, "max_force_ev_per_a": 1.4, "smiles": "CC(C)OC(=O)CSc1nnc(-c2ccco2)n1N", "relative_energy_kj_mol": 43.4}